Molecular formula: C37H72F15N4O15S5
Method: DFT, ωB97M-V/def2-TZVPD

Structure (ORCA input):
```
! wB97M-V def2-TZVPD RIJCOSX def2/J DEFGRID3
* xyz -1 1
C 20.57 -4.10 -21.51
C 20.25 -2.71 -22.07
C 19.50 -1.93 -20.99
N 18.36 -1.05 -21.61
C 19.14 0.14 -22.33
C 17.42 -1.69 -22.65
C 16.00 -1.21 -22.17
C 16.20 0.00 -21.25
C 17.44 -0.54 -20.56
H 21.21 -4.64 -22.21
H 19.63 -4.66 -21.53
H 21.05 -4.09 -20.53
H 19.70 -2.98 -22.97
H 21.20 -2.27 -22.35
H 19.98 -1.37 -20.19
H 18.87 -2.61 -20.42
H 19.73 -0.24 -23.17
H 19.70 0.71 -21.59
H 18.37 0.83 -22.68
H 17.85 -1.43 -23.62
H 17.53 -2.76 -22.52
H 15.50 -0.95 -23.10
H 15.41 -1.96 -21.65
H 16.37 0.88 -21.87
H 15.44 0.18 -20.49
H 18.01 0.22 -20.02
H 17.20 -1.35 -19.87
C 15.33 -4.87 -10.27
C 14.54 -3.59 -10.46
C 14.31 -3.50 -11.99
N 13.38 -2.42 -12.38
C 13.89 -1.09 -11.69
C 11.94 -2.68 -11.94
C 11.47 -3.57 -13.09
C 12.33 -3.37 -14.26
C 13.29 -2.24 -13.88
H 15.45 -5.06 -9.20
H 16.33 -5.00 -10.67
H 14.75 -5.66 -10.75
H 15.14 -2.76 -10.10
H 13.67 -3.71 -9.81
H 13.91 -4.45 -12.34
H 15.17 -3.30 -12.64
H 13.30 -0.23 -12.00
H 14.94 -1.09 -11.98
H 13.69 -1.18 -10.62
H 11.33 -1.77 -11.95
H 11.79 -3.24 -11.01
H 10.44 -3.41 -13.41
H 11.37 -4.63 -12.86
H 11.67 -2.93 -15.01
H 12.90 -4.25 -14.56
H 12.87 -1.32 -14.27
H 14.27 -2.44 -14.32
C 14.51 1.15 -15.90
C 15.83 0.62 -15.24
C 17.11 1.44 -15.80
N 18.46 0.97 -15.07
C 18.31 0.92 -13.47
C 19.74 1.80 -15.45
C 20.08 1.44 -16.88
C 19.77 -0.06 -16.94
C 18.93 -0.36 -15.68
H 13.68 0.53 -15.54
H 14.70 0.91 -16.95
H 14.35 2.23 -15.88
H 15.80 -0.46 -15.33
H 15.63 0.84 -14.19
H 17.12 2.48 -15.48
H 17.31 1.20 -16.84
H 17.76 0.03 -13.14
H 17.80 1.78 -13.04
H 19.30 0.79 -13.04
H 20.50 1.60 -14.69
H 19.39 2.83 -15.33
H 21.11 1.63 -17.15
H 19.48 2.07 -17.53
H 20.72 -0.57 -16.79
H 19.38 -0.52 -17.85
H 19.56 -0.83 -14.93
H 18.12 -1.08 -15.73
C 22.53 5.53 -23.44
C 21.81 4.66 -22.41
C 21.03 5.34 -21.31
N 21.76 5.55 -19.87
C 23.27 5.89 -20.19
C 21.08 6.65 -19.11
C 21.15 6.32 -17.62
C 21.66 4.93 -17.53
C 21.67 4.31 -18.91
H 23.00 6.34 -22.89
H 21.84 6.09 -24.07
H 23.32 5.05 -24.00
H 22.57 4.16 -21.80
H 21.32 3.85 -22.96
H 20.16 4.74 -21.06
H 20.65 6.34 -21.54
H 23.64 6.41 -19.30
H 23.15 6.62 -20.98
H 23.82 4.95 -20.28
H 21.58 7.49 -19.58
H 20.07 6.66 -19.52
H 21.84 6.98 -17.10
H 20.13 6.38 -17.23
H 22.68 5.06 -17.14
H 21.03 4.22 -17.00
H 22.42 3.53 -19.08
H 20.69 3.83 -18.97
C 19.15 -4.06 -11.02
F 18.43 -3.84 -9.85
F 20.43 -3.77 -10.68
F 19.16 -5.33 -11.46
S 18.59 -2.85 -12.43
O 17.33 -3.38 -12.86
O 18.54 -1.53 -11.79
O 19.61 -3.05 -13.46
C 23.32 3.45 -13.91
F 23.03 4.69 -14.30
F 23.04 2.57 -14.89
F 24.50 3.27 -13.46
S 22.14 3.15 -12.45
O 20.71 3.33 -12.95
O 22.39 1.72 -12.12
O 22.50 4.08 -11.34
C 16.27 -3.40 -17.39
F 15.36 -3.75 -16.47
F 16.09 -2.03 -17.67
F 17.46 -3.44 -16.87
S 15.92 -4.46 -19.00
O 16.09 -5.86 -18.62
O 14.53 -4.20 -19.39
O 16.87 -3.98 -19.94
C 22.92 -0.57 -19.46
F 21.89 -0.34 -18.85
F 23.91 -0.58 -18.47
F 22.76 -1.86 -19.82
S 23.35 0.45 -20.94
O 22.17 0.37 -21.85
O 23.61 1.77 -20.40
O 24.47 -0.12 -21.68
C 15.66 3.68 -19.76
F 15.51 3.71 -21.07
F 15.15 4.71 -19.16
F 15.22 2.51 -19.26
S 17.61 3.90 -19.52
O 17.97 5.19 -20.08
O 17.89 3.68 -18.12
O 18.19 2.82 -20.30
*
```

As for the LUMO energy: 0.91 eV.

Atom charges from the Mulliken analysis, given in e for atoms 1 to 99:
1. C -1.5378
2. C -0.3704
3. C 0.2699
4. N 0.8910
5. C -1.3352
6. C -0.5189
7. C -1.0018
8. C -0.2474
9. C -0.0963
10. H 0.4515
11. H 0.3651
12. H 0.3061
13. H 0.3632
14. H 0.3326
15. H -0.3282
16. H 0.4332
17. H 0.3809
18. H 0.2296
19. H 0.6176
20. H 0.3598
21. H 0.3678
22. H 0.4564
23. H 0.3582
24. H 0.1098
25. H 0.3986
26. H -0.2715
27. H 0.0696
28. C -1.4049
29. C 0.0711
30. C -0.9194
31. N 0.3185
32. C -1.1933
33. C -0.5174
34. C -0.8271
35. C -0.6931
36. C -0.3506
37. H 0.3910
38. H 0.1241
39. H 0.4563
40. H 0.4346
41. H 0.2505
42. H 0.4003
43. H 0.4170
44. H 0.3792
45. H 0.4664
46. H 0.3799
47. H 0.4802
48. H 0.2471
49. H 0.4276
50. H 0.3407
51. H 0.4026
52. H 0.3418
53. H 0.2121
54. H 0.3668
55. C -1.1038
56. C -0.1642
57. C -0.5284
58. N 0.6013
59. C -0.7938
60. C -0.8559
61. C 0.7307
62. C -0.0505
63. C -0.9356
64. H 0.1679
65. H 0.1897
66. H 0.4144
67. H 0.1712
68. H 0.2629
69. H 0.4951
70. H 0.1731
71. H 0.0603
72. H 0.4180
73. H 0.3398
74. H -0.1051
75. H 0.5404
76. H 0.7629
77. H -0.5240
78. H 0.5587
79. H -0.3424
80. H 0.2839
81. H 0.2021
82. C -1.3025
83. C 0.1191
84. C -0.1109
85. N 0.6318
86. C -1.0997
87. C -0.6506
88. C -0.9812
89. C 0.7131
90. C 0.2100
91. H 0.2319
92. H 0.3564
93. H 0.3869
94. H -0.1561
95. H 0.4666
96. H -0.3874
97. H 0.6238
98. H 0.4557
99. H 0.3590



Molecular formula: C2HClF2S
Method: DFT, ωB97M-V/def2-TZVPD

Structure (ORCA input):
```
! wB97M-V def2-TZVPD RIJCOSX def2/J DEFGRID3
* xyz 0 1
F 0.87 0.87 1.37
C -0.18 0.47 0.64
F -0.48 -0.81 0.87
C -0.93 1.27 -0.08
S -1.81 2.18 -0.97
Cl 1.81 -1.72 -0.72
H 0.72 -2.26 -1.13
*
```

Its SMILES is FC(F)=C=S.Cl. As for the LUMO energy: -1.27 eV. The value obtained for the energy above the lowest of the compared OMol25 structures with the same formula, charge and spin is 35.8 kcal per mole.

Electronic structure analysis, Mulliken charges in units of e:
1. F -0.1937
2. C 0.4572
3. F -0.1973
4. C 0.2927
5. S -0.3433
6. Cl -0.2576
7. H 0.2420



Molecular formula: C21H30Br4N3O6
Method: DFT, ωB97M-V/def2-TZVPD

Structure (ORCA input):
```
! wB97M-V def2-TZVPD RIJCOSX def2/J DEFGRID3
* xyz -1 1
C 3.90 -1.05 -1.72
C 3.48 0.07 -2.65
C 2.01 -0.04 -3.10
C 1.62 1.27 -3.77
O 0.40 1.37 -4.47
C -0.79 0.84 -3.89
C -0.96 -0.61 -4.38
C -1.26 -0.63 -5.86
N -2.28 -1.16 -6.38
C -1.99 1.67 -4.54
O -1.69 2.63 -5.26
O -3.11 1.29 -4.18
N -0.91 0.98 -2.45
C -1.06 -0.13 -1.57
C -2.49 -0.59 -1.27
O -3.31 -0.90 -2.04
O -2.78 -0.64 0.13
C -1.91 -1.40 0.84
C -1.39 -0.73 2.08
O -1.59 -2.49 0.50
C -0.82 2.27 -1.88
C -1.81 3.24 -2.09
C -1.62 4.47 -1.46
C -0.53 4.70 -0.64
N 0.42 3.77 -0.42
C 0.24 2.60 -1.04
H 3.99 -2.00 -2.25
H 4.84 -0.83 -1.23
H 3.15 -1.17 -0.93
H 4.10 0.10 -3.55
H 3.61 1.03 -2.15
H 1.98 -0.86 -3.81
H 1.44 -0.25 -2.20
H 2.39 1.47 -4.52
H 1.70 2.10 -3.07
H -0.03 -1.17 -4.26
H -1.81 -1.09 -3.90
H -0.54 -0.18 -6.53
H -2.90 -1.52 -5.66
H -0.47 -1.00 -1.82
H -0.67 0.19 -0.59
H -0.36 -0.43 1.90
H -1.96 0.17 2.29
H -1.43 -1.40 2.93
H -2.65 3.01 -2.73
H -2.34 5.26 -1.62
H -0.42 5.65 -0.15
H 1.00 1.84 -0.86
Br -0.50 -1.12 6.63
C -2.29 -1.63 7.19
C -3.05 -2.31 6.08
Br -3.66 -1.02 4.75
H -2.78 -0.73 7.54
H -2.15 -2.32 8.03
H -3.95 -2.78 6.46
H -2.45 -3.04 5.55
Br 3.15 -3.86 5.88
C 3.64 -2.49 7.16
C 3.38 -1.11 6.63
Br 4.71 -0.57 5.32
H 4.69 -2.64 7.40
H 3.03 -2.68 8.04
H 3.44 -0.37 7.43
H 2.41 -1.03 6.14
*
```

As for the LUMO energy: 1.54 eV.

Electronic structure analysis, Mulliken charges in units of e:
1. C -1.3094
2. C -0.5873
3. C 0.4739
4. C -0.8024
5. O -0.3856
6. C 1.3567
7. C -0.7667
8. C -0.3463
9. N -0.7815
10. C -0.1106
11. O -0.7669
12. O -0.6450
13. N 1.1722
14. C -0.8583
15. C -0.0662
16. O -0.4106
17. O -0.3731
18. C 0.9026
19. C -1.0192
20. O -0.5688
21. C -0.0073
22. C -0.3021
23. C -0.7264
24. C -0.3517
25. N -0.8038
26. C -0.1840
27. H 0.2915
28. H 0.4063
29. H 0.2983
30. H 0.3898
31. H 0.3983
32. H 0.2220
33. H -0.2738
34. H 0.5039
35. H 0.2520
36. H 0.0954
37. H 0.2633
38. H 0.4674
39. H 0.3296
40. H 0.5775
41. H 0.4420
42. H 0.2267
43. H 0.3272
44. H 0.2424
45. H 0.5564
46. H 0.3842
47. H 0.3762
48. H 0.4852
49. Br -0.0731
50. C -0.5408
51. C -0.6572
52. Br -0.1081
53. H 0.3613
54. H 0.3461
55. H 0.3617
56. H 0.3860
57. Br -0.1298
58. C -0.5754
59. C -0.4136
60. Br -0.1220
61. H 0.3987
62. H 0.3378
63. H 0.3482
64. H 0.0860



Molecular formula: C4H8O2
Method: DFT, ωB97M-V/def2-TZVPD

Structure (ORCA input):
```
! wB97M-V def2-TZVPD RIJCOSX def2/J DEFGRID3
* xyz 0 1
O 2.02 0.93 -0.30
C 0.85 0.42 0.07
C -0.44 1.00 -0.06
C -1.11 -0.37 -0.14
O -1.75 -0.73 -1.35
C 0.31 -0.99 -0.07
H 2.73 0.41 0.11
H 1.17 0.43 1.76
H -0.75 2.02 -0.24
H 0.20 0.87 1.20
H -1.75 -0.63 0.71
H -2.61 -0.29 -1.37
H 0.58 -1.38 -1.05
H 0.54 -1.70 0.72
*
```

As for the LUMO energy: 0.77 eV. The value obtained for the energy above the lowest of the compared OMol25 structures with the same formula, charge and spin is 149.5 kcal per mole.

Electronic structure analysis, Mulliken charges in units of e:
1. O -0.3700
2. C 0.1170
3. C -0.7671
4. C 0.4397
5. O -0.5442
6. C -0.9173
7. H 0.4189
8. H 0.0912
9. H 0.4501
10. H -0.0850
11. H 0.2876
12. H 0.2925
13. H 0.2592
14. H 0.3273



Molecular formula: C8H20AsF8N5O8S2Tl
Method: DFT, ωB97M-V/def2-TZVPD

Structure (ORCA input):
```
! wB97M-V def2-TZVPD RIJCOSX def2/J DEFGRID3
* xyz 0 2
Tl -3.06 -16.42 -9.26
As 0.54 -18.22 -7.05
F -0.85 -17.39 -7.87
F -0.27 -19.79 -7.50
F 1.95 -19.12 -6.35
F 1.27 -16.73 -6.48
F -0.21 -18.27 -5.42
F 1.34 -18.05 -8.68
N -3.73 -13.85 -10.10
S -3.26 -12.40 -10.30
O -4.03 -11.32 -9.76
O -2.60 -12.11 -11.52
F -1.91 -12.45 -9.34
S -5.04 -13.58 -11.21
O -4.85 -13.63 -12.61
O -6.26 -13.01 -10.74
F -5.39 -15.14 -11.03
O -0.54 -15.32 -10.08
C 0.52 -14.95 -10.62
N 1.57 -15.75 -10.44
C 0.55 -13.93 -11.65
H 1.45 -16.55 -9.83
H 2.23 -15.82 -11.20
H 1.31 -14.15 -12.40
H 0.91 -12.97 -11.28
H -0.43 -13.97 -12.12
O -4.62 -15.05 -7.19
C -5.51 -14.20 -6.96
N -5.55 -13.02 -7.62
C -6.68 -14.65 -6.10
H -4.77 -12.99 -8.26
H -6.39 -12.47 -7.72
H -7.19 -13.87 -5.53
H -6.29 -15.43 -5.44
H -7.45 -15.19 -6.66
O -3.69 -19.27 -9.12
C -3.66 -20.29 -8.46
N -2.54 -20.74 -8.02
C -4.86 -21.22 -8.23
H -2.50 -21.53 -7.39
H -1.71 -20.16 -8.12
H -5.67 -20.80 -8.83
H -5.15 -21.26 -7.18
H -4.73 -22.23 -8.63
O -3.26 -17.75 -6.66
C -3.12 -17.83 -5.42
N -3.27 -16.71 -4.70
C -2.88 -19.12 -4.61
H -3.31 -15.84 -5.21
H -3.11 -16.74 -3.71
H -3.82 -19.31 -4.09
H -2.16 -19.00 -3.81
H -2.58 -19.91 -5.30
*
```

As for the LUMO energy (alpha / beta): -0.23 / -6.01 eV. As for the expectation value of S²: 0.759.

Electronic structure analysis, Mulliken charges in units of e:
1. Tl 1.3513
2. As 1.9633
3. F -0.4644
4. F -0.5962
5. F -0.4969
6. F -0.4730
7. F -0.5111
8. F -0.6042
9. N -0.0778
10. S 1.0371
11. O -0.6038
12. O -0.5890
13. F -0.3540
14. S 1.0432
15. O -0.5585
16. O -0.5574
17. F -0.3059
18. O -0.5079
19. C 0.5103
20. N -0.2990
21. C -0.9143
22. H 0.2090
23. H 0.2359
24. H 0.4054
25. H 0.2454
26. H 0.1878
27. O -0.5172
28. C 0.5647
29. N -0.2194
30. C -1.0938
31. H 0.0638
32. H 0.2489
33. H 0.3844
34. H 0.2396
35. H 0.2996
36. O -0.5231
37. C 0.7787
38. N -0.1579
39. C -1.2771
40. H 0.2246
41. H 0.2070
42. H 0.3425
43. H 0.3135
44. H 0.3644
45. O -0.1813
46. C 0.8424
47. N -0.3318
48. C -1.2639
49. H 0.1806
50. H 0.2015
51. H 0.4465
52. H 0.4214
53. H 0.1660



Molecular formula: C18H18F4N4O5S
Method: DFT, ωB97M-V/def2-TZVPD

Structure (ORCA input):
```
! wB97M-V def2-TZVPD RIJCOSX def2/J DEFGRID3
* xyz 0 1
C 3.43 -3.58 1.43
C 3.05 -3.28 -0.02
N 2.88 -4.32 -0.85
C 2.46 -4.09 -2.12
S 2.19 -5.42 -3.39
C 2.25 -7.05 -2.56
O 0.89 -5.25 -4.03
O 3.26 -5.36 -4.42
C 2.19 -2.76 -2.53
C 2.32 -1.67 -1.65
C 2.77 -1.94 -0.37
O 2.97 -0.99 0.61
C 2.47 0.26 0.47
N 3.24 1.19 -0.02
C 2.88 2.47 0.06
N 1.71 2.89 0.54
C 0.88 1.95 1.02
O -0.31 2.31 1.54
C -0.88 3.59 1.18
C -1.54 3.56 -0.22
C -2.69 2.56 -0.30
N -3.66 2.87 0.75
C -5.03 2.89 0.45
O -5.37 2.95 -0.77
C -6.07 3.02 1.60
F -5.81 4.14 2.32
F -5.97 1.95 2.45
F -7.36 3.09 1.16
C -3.12 2.88 2.11
C -1.98 3.89 2.20
C 1.22 0.61 1.01
F 0.36 -0.34 1.48
H 3.73 -4.59 1.51
H 2.58 -3.41 2.07
H 4.26 -2.93 1.72
H 2.24 -7.81 -3.32
H 1.45 -7.15 -1.84
H 3.20 -7.09 -2.03
H 1.90 -2.64 -3.57
H 2.10 -0.63 -1.97
H 3.53 3.22 -0.36
H -0.13 4.38 1.18
H -1.93 4.55 -0.49
H -0.77 3.33 -0.97
H -3.10 2.54 -1.34
H -2.27 1.53 -0.18
H -2.67 1.87 2.32
H -3.81 3.05 2.95
H -1.57 3.88 3.21
H -2.38 4.88 1.98
*
```

Its SMILES is Cc1nc(S(C)(=O)=O)ccc1Oc1ncnc(OC2CCN(C(=O)C(F)(F)F)CC2)c1F. As for the LUMO energy: 0.14 eV. The value obtained for the energy above the lowest of the compared OMol25 structures with the same formula, charge and spin is 4.0 kcal per mole.

Electronic structure analysis, Mulliken charges in units of e:
1. C -1.2536
2. C 0.4267
3. N -0.4248
4. C 0.0466
5. S 1.2467
6. C -0.9603
7. O -0.6502
8. O -0.6471
9. C -0.6705
10. C -0.5371
11. C 0.8509
12. O -0.4162
13. C 0.2377
14. N -0.5154
15. C -0.3299
16. N -0.4052
17. C 0.3062
18. O -0.3189
19. C 0.0984
20. C -0.9075
21. C -0.6505
22. N 0.1246
23. C 0.4416
24. O -0.6344
25. C 0.7352
26. F -0.2291
27. F -0.2336
28. F -0.2405
29. C -0.6439
30. C -0.9691
31. C 0.7613
32. F -0.3371
33. H 0.4101
34. H 0.2691
35. H 0.3247
36. H 0.3748
37. H 0.3415
38. H 0.3354
39. H 0.3989
40. H 0.4254
41. H 0.4250
42. H 0.4381
43. H 0.4012
44. H 0.4178
45. H 0.4027
46. H 0.2069
47. H 0.1734
48. H 0.5714
49. H 0.3864
50. H 0.3964



Calculated max |F| in order - 6.97; 0.78; 1.40; 0.40; 8.75; 4.61 eV/A